No. 1
35
Properties=species:S:1:pos:R:3:lowdin_charge:R:1 method="wB97M-V/def2-TZVPD" total_charge=-1 largest_force_ev_per_a=4.4 gap_ev=6.7
F 4.195 -0.308 2.884 0.086
C 3.003 -0.201 2.219 -0.692
F 2.499 -1.482 2.144 0.051
F 2.157 0.605 2.921 0.089
S 3.115 0.296 0.423 1.203
N -1.628 -0.178 1.933 0.118
C -2.659 0.695 2.100 -0.567
O -2.644 1.889 1.795 -0.049
C -3.871 0.013 2.745 -0.142
C -3.491 -1.446 2.744 -0.138
C -2.057 -1.445 2.171 -0.558
O -1.402 -2.478 1.975 -0.052
H -4.027 0.393 3.763 0.106
H -4.747 0.193 2.107 0.103
H -3.510 -1.880 3.754 0.104
H -4.142 -1.995 2.043 0.105
C 1.099 1.879 -1.050 -0.031
C 2.152 1.783 0.035 -0.560
C 1.536 2.481 1.183 -0.217
N 0.850 3.021 1.962 0.232
C 3.604 2.148 -0.243 -0.404
C 4.337 1.687 -1.425 -0.099
C 5.705 1.528 -1.290 -0.051
C 6.425 2.131 -0.247 -0.250
C 7.846 1.984 -0.239 -0.196
N 9.009 1.844 -0.262 0.128
C 5.723 2.776 0.772 -0.032
C 4.341 2.845 0.763 -0.065
H 1.261 1.296 -1.955 0.084
H 0.107 1.608 -0.682 0.101
H 1.074 2.955 -1.308 0.113
H 3.754 1.407 -2.319 0.116
H 6.254 0.923 -2.005 0.121
H 6.268 3.239 1.594 0.123
H 3.760 3.324 1.565 0.120

---

No. 2
23
Properties=species:S:1:pos:R:3:lowdin_charge:R:1 method="wB97M-V/def2-TZVPD" total_charge=0 largest_force_ev_per_a=3.6 gap_ev=11.1 smiles=CCC(C)CC.O
C 0.570 -0.975 2.009 -0.097
C 0.487 -0.884 0.437 -0.250
C -0.232 0.177 -0.411 -0.425
C -0.416 -0.471 -1.746 -0.118
C -1.667 0.371 0.268 -0.216
C -1.587 1.585 1.264 -0.133
H -0.353 -1.374 2.506 0.078
H 1.443 -1.456 2.381 0.045
H 0.679 0.105 2.315 0.072
H 0.166 -1.867 0.149 0.094
H 1.546 -0.707 0.175 0.100
H 0.275 1.167 -0.478 0.139
H 0.527 -0.775 -2.323 0.095
H -0.867 0.256 -2.464 0.089
H -1.123 -1.257 -1.573 0.069
H -2.417 0.608 -0.564 0.112
H -1.942 -0.686 0.670 0.131
H -1.944 1.181 2.314 0.093
H -0.609 2.067 1.555 0.070
H -2.255 2.433 1.012 0.058
H 3.325 0.591 -1.913 0.017
H 3.130 -0.521 -2.733 0.035
O 3.266 0.433 -2.851 -0.058

---

No. 3
15
Properties=species:S:1:pos:R:3:lowdin_charge:R:1 method="wB97M-V/def2-TZVPD" total_charge=0 largest_force_ev_per_a=0.8 gap_ev=8.2 smiles=Cc1c[nH]c(N)c1
C 1.768 0.265 1.556 -0.064
C 0.862 0.080 0.371 -0.321
C 1.082 0.123 -0.982 -0.078
N -0.177 -0.107 -1.616 0.068
C -1.128 -0.234 -0.641 -0.395
N -2.502 -0.446 -0.813 0.095
C -0.519 -0.161 0.575 -0.049
H 1.518 1.208 2.065 0.078
H 1.577 -0.539 2.278 0.075
H 2.840 0.282 1.333 0.071
H 2.059 0.029 -1.451 0.104
H -0.452 0.005 -2.584 0.144
H -2.971 -0.107 0.019 0.086
H -2.954 -0.067 -1.632 0.079
H -1.003 -0.331 1.522 0.107

---

No. 4
13
Properties=species:S:1:pos:R:3:lowdin_charge:R:1 method="wB97M-V/def2-TZVPD" total_charge=0 largest_force_ev_per_a=0.6 gap_ev="7.7 / 7.6"
C -0.847 1.778 0.022 0.006
C -0.954 -1.411 0.233 0.176
C -0.349 0.875 -0.810 -0.238
N 0.783 0.037 -0.589 -0.051
C 1.216 -0.269 0.719 -0.110
C 0.461 -1.333 -0.080 -0.349
H -0.441 1.929 1.016 0.051
H -1.751 2.314 -0.239 0.056
H -1.386 -2.264 -0.323 0.008
H -0.784 0.685 -1.788 0.114
H 0.707 0.175 1.571 0.104
H 2.291 -0.397 0.823 0.114
H 1.053 -2.118 -0.554 0.120

---

No. 5
25
Properties=species:S:1:pos:R:3:lowdin_charge:R:1 method="wB97M-V/def2-TZVPD" total_charge=0 largest_force_ev_per_a=5.2 gap_ev=8.9 smiles="C=C/C(C)=C/C.O.O.O"
C -0.624 -1.005 -1.894 -0.177
C -0.073 -2.146 -1.418 0.017
C 0.803 0.790 -0.918 -0.117
C -0.313 0.308 -1.457 -0.351
C -1.524 1.284 -1.433 -0.034
C 1.293 2.201 -0.495 -0.058
H -1.443 -1.047 -2.699 0.133
H 0.686 -2.400 -0.476 0.128
H -0.428 -3.087 -1.764 0.024
H 1.463 0.041 -0.549 0.083
H -1.646 1.420 -0.388 0.050
H -2.407 0.942 -1.901 0.066
H -1.167 2.163 -1.849 0.053
H 1.654 2.319 0.576 0.089
H 0.346 2.709 -0.424 0.044
H 2.018 2.644 -1.126 0.055
H 2.688 -0.168 2.473 -0.023
H 1.407 -0.393 2.201 0.035
O 2.055 -0.628 2.906 -0.009
H -1.455 -0.366 0.709 0.012
H -1.524 0.653 1.689 0.016
O -0.979 -0.008 1.408 0.024
H 0.291 -1.647 2.590 -0.024
H -1.026 -2.209 2.121 0.018
O -0.093 -2.372 2.116 -0.053

---

No. 6
42
Properties=species:S:1:pos:R:3:lowdin_charge:R:1 method="wB97M-V/def2-TZVPD" total_charge=0 largest_force_ev_per_a=1.4 gap_ev=7.7
Sn -0.432 -0.092 -1.435 1.331
O 3.568 -0.822 1.008 0.055
C 4.042 0.432 0.883 -0.263
C 5.377 0.663 1.212 -0.018
C 5.934 1.913 1.061 -0.087
C 5.155 2.971 0.611 -0.098
C 3.822 2.768 0.323 -0.032
C 3.244 1.506 0.444 -0.086
C 1.840 1.285 0.057 -0.441
O 1.497 0.060 -0.240 -0.266
N 1.021 2.296 0.055 0.066
N -0.247 1.961 -0.320 -0.135
C -1.226 2.720 0.030 -0.066
C -2.617 2.384 -0.139 -0.162
C -3.566 3.414 -0.118 -0.054
C -4.921 3.167 -0.136 -0.107
C -5.372 1.851 -0.129 -0.090
C -4.468 0.818 -0.135 -0.027
C -3.080 1.038 -0.186 -0.378
O -2.309 -0.019 -0.271 -0.303
H 2.657 -0.817 0.635 0.066
H 5.961 -0.174 1.562 0.114
H 6.982 2.061 1.278 0.102
H 5.596 3.946 0.474 0.096
H 3.198 3.577 -0.021 0.107
H -1.006 3.645 0.565 0.135
H -3.209 4.435 -0.112 0.109
H -5.629 3.981 -0.154 0.095
H -6.432 1.638 -0.153 0.102
H -4.808 -0.208 -0.148 0.109
C -2.016 -5.575 -0.316 -0.010
N -1.096 -4.481 -0.463 -0.126
C 0.244 -4.582 -0.708 -0.050
C 0.705 -3.311 -0.869 -0.124
N -0.332 -2.446 -0.726 -0.074
C -1.396 -3.174 -0.478 -0.148
H -1.473 -6.512 -0.418 0.094
H -2.786 -5.525 -1.090 0.099
H -2.503 -5.549 0.660 0.098
H 0.745 -5.527 -0.747 0.120
H 1.701 -2.957 -1.052 0.112
H -2.365 -2.759 -0.294 0.134

---

No. 7
16
Properties=species:S:1:pos:R:3:lowdin_charge:R:1 method="wB97M-V/def2-TZVPD" total_charge=0 largest_force_ev_per_a=1.7 gap_ev="8.3 / 9.4"
C 0.144 -1.401 -0.283 0.005
C -0.541 -0.321 -0.214 -0.058
C 2.391 0.635 1.260 -0.251
C -1.670 0.492 -0.567 -0.093
N 1.207 1.358 1.106 0.023
N -2.376 -0.283 -1.656 -0.422
O -1.974 -0.123 -2.778 0.091
O -3.225 -1.059 -1.296 0.084
H 1.127 -1.469 0.203 0.034
H -0.130 -2.317 -0.795 0.078
H 2.734 0.531 2.300 0.081
H 2.277 -0.414 0.887 0.054
H 3.165 1.094 0.639 0.073
H -2.356 0.616 0.273 0.135
H -1.357 1.454 -0.974 0.135
H 0.581 1.208 1.896 0.031

---

No. 8
71
Properties=species:S:1:pos:R:3:lowdin_charge:R:1 method="wB97M-V/def2-TZVPD" total_charge=+3 largest_force_ev_per_a=0.6 gap_ev=6.0
Ti 0.044 -0.184 -0.123 1.114
C -3.047 -3.372 0.311 0.022
C -3.549 -3.146 1.579 0.034
C -3.080 -2.055 2.302 0.053
C -2.137 -1.221 1.734 -0.184
N -1.655 -1.429 0.481 0.001
C -2.102 -2.496 -0.193 -0.103
C -1.593 -0.028 2.410 -0.167
C -1.948 0.407 3.676 0.059
C -1.398 1.588 4.154 0.046
C -0.557 2.337 3.344 0.063
C -0.256 1.854 2.083 -0.155
N -0.720 0.669 1.660 0.043
C 0.510 2.569 1.044 -0.164
C 1.061 3.824 1.201 0.055
C 1.723 4.409 0.128 0.039
C 1.830 3.708 -1.063 0.024
C 1.275 2.445 -1.140 -0.083
N 0.603 1.887 -0.123 0.007
H -3.373 -4.211 -0.287 0.138
H -4.294 -3.804 2.008 0.143
H -3.458 -1.865 3.296 0.132
H -1.685 -2.656 -1.176 0.073
H -2.646 -0.151 4.282 0.133
H -1.652 1.940 5.145 0.145
H -0.166 3.283 3.688 0.135
H 0.979 4.349 2.142 0.134
H 2.157 5.396 0.228 0.144
H 2.347 4.119 -1.918 0.139
H 1.386 1.847 -2.033 0.096
O 0.968 -1.568 1.135 -0.097
C 2.344 -2.105 0.859 -0.240
C 2.750 -1.300 -0.370 -0.388
O 3.748 -1.302 -0.983 0.253
O 1.661 -0.487 -0.785 -0.199
C 2.241 -3.553 0.431 -0.152
C 3.212 -4.470 0.812 0.013
C 3.163 -5.771 0.327 -0.020
C 2.157 -6.158 -0.543 -0.033
C 1.195 -5.237 -0.944 -0.047
C 1.244 -3.941 -0.463 -0.033
C 3.170 -1.819 2.086 -0.174
C 2.822 -2.489 3.262 -0.040
C 3.500 -2.224 4.439 -0.037
C 4.543 -1.304 4.445 -0.036
C 4.898 -0.649 3.276 -0.033
C 4.209 -0.896 2.095 0.001
H 0.737 -1.788 2.053 0.137
H 4.016 -4.180 1.475 0.133
H 3.921 -6.480 0.629 0.127
H 2.125 -7.172 -0.917 0.125
H 0.419 -5.537 -1.636 0.114
H 0.497 -3.228 -0.798 0.083
H 2.055 -3.259 3.252 0.131
H 3.239 -2.755 5.344 0.122
H 5.089 -1.114 5.358 0.124
H 5.724 0.048 3.276 0.122
H 4.522 -0.393 1.190 0.119
C -1.705 1.445 -3.168 -0.240
As -0.788 -0.196 -2.708 1.100
C 0.766 -0.319 -3.848 -0.233
C -1.966 -1.565 -3.400 -0.253
H -1.843 1.465 -4.249 0.061
H -1.125 2.314 -2.864 0.028
H -2.679 1.466 -2.681 0.049
H 0.419 -0.391 -4.879 0.062
H 1.346 -1.202 -3.587 0.049
H 1.393 0.564 -3.751 0.036
H -2.134 -1.331 -4.452 0.063
H -2.920 -1.544 -2.877 0.046
H -1.507 -2.550 -3.339 0.045

---

No. 9
10
Properties=species:S:1:pos:R:3:lowdin_charge:R:1 method="wB97M-V/def2-TZVPD" total_charge=0 largest_force_ev_per_a=2.8 gap_ev=10.1 smiles="CC(=O)PC#N"
C -2.553 0.260 -0.034 -0.549
C 0.060 -0.912 -0.272 -0.703
C 0.565 0.461 -0.094 -0.084
N -2.945 1.333 -0.170 0.081
O 0.678 -1.770 -0.848 0.020
P -1.699 -1.269 0.366 0.936
H -0.340 1.094 -0.185 0.039
H 1.255 0.611 -1.037 0.131
H 1.178 0.713 0.840 0.115
H -2.132 -1.740 -1.025 0.014

---

No. 10
39
Properties=species:S:1:pos:R:3:lowdin_charge:R:1 method="wB97M-V/def2-TZVPD" total_charge=+2 largest_force_ev_per_a=4.8 gap_ev="6.6 / 5.8" multiplicity=5
I -1.886 -1.596 0.948 0.713
I 2.516 -0.192 -1.437 0.702
Ir 0.143 -0.177 -0.119 0.263
P 1.389 -1.368 1.632 0.540
C 1.632 -0.128 2.937 -0.245
C 0.648 -2.795 2.511 -0.315
H 1.371 -3.179 3.244 0.078
H 3.485 -2.461 2.158 0.075
H 0.411 -3.600 1.806 0.037
H 3.032 -2.732 0.452 0.034
H 0.651 0.270 3.244 0.057
H -0.265 -2.484 3.038 0.002
C 3.069 -1.988 1.257 -0.322
H 2.130 -0.600 3.796 0.075
H 3.721 -1.156 0.960 -0.002
H 2.279 0.679 2.558 0.047
P -0.960 -0.283 -2.224 0.551
C -1.619 1.393 -2.406 -0.251
C 0.009 -0.586 -3.733 -0.293
H -2.107 -2.424 -2.256 0.036
H -2.786 -1.293 -3.447 0.077
H -3.190 -1.106 -1.712 0.024
C -2.397 -1.380 -2.421 -0.294
H 0.495 -1.569 -3.686 0.038
H -0.662 -0.576 -4.606 0.078
H -2.253 1.444 -3.303 0.077
H -0.782 2.096 -2.530 0.062
H 0.773 0.192 -3.861 0.018
H -2.196 1.669 -1.507 0.028
Cl 0.466 -2.527 -0.923 -0.064
N -2.154 4.224 1.203 0.174
N -1.164 3.255 1.212 -0.187
N 0.170 3.629 1.248 0.194
C 0.750 2.518 0.855 -0.168
N -0.176 1.567 0.530 -0.318
N -1.396 2.123 0.562 0.099
H -3.055 3.791 1.380 0.126
H -1.929 4.950 1.871 0.127
H 1.839 2.402 0.771 0.127

---

No. 11
92
Properties=species:S:1:pos:R:3:lowdin_charge:R:1 method="wB97M-V/def2-TZVPD" total_charge=-2 largest_force_ev_per_a=1.6 gap_ev=3.8
Cs -0.514 0.553 0.215 1.040
O -0.133 -2.073 -1.694 -0.541
S -0.276 -2.758 -3.005 0.958
C -1.317 -4.220 -2.691 -0.317
C -2.430 -3.954 -1.679 -0.240
C -2.065 -4.334 -0.247 -0.242
C -3.163 -3.911 0.726 -0.317
S -2.832 -2.288 1.545 0.880
O -1.943 -1.580 0.566 -0.830
C -1.748 -2.971 2.799 -0.420
C -0.383 -2.854 2.641 -0.094
C 0.456 -3.380 3.616 -0.077
C -0.075 -4.013 4.728 -0.100
C -1.455 -4.109 4.882 -0.104
C -2.297 -3.581 3.918 -0.103
C -1.473 -1.845 -3.971 -0.377
C -1.480 -2.023 -5.349 -0.100
C -2.395 -1.325 -6.120 -0.090
C -3.291 -0.455 -5.509 -0.073
C -3.266 -0.276 -4.134 -0.065
C -2.344 -0.962 -3.354 -0.067
H -0.634 -4.997 -2.337 0.085
H -1.694 -4.523 -3.670 0.083
H -3.322 -4.512 -1.982 0.115
H -2.703 -2.898 -1.695 0.089
H -1.124 -3.852 0.025 0.097
H -1.912 -5.417 -0.188 0.112
H -3.310 -4.625 1.538 0.076
H -4.119 -3.795 0.207 0.079
H 0.011 -2.297 1.801 0.086
H 1.525 -3.240 3.521 0.104
H 0.583 -4.400 5.497 0.093
H -1.873 -4.568 5.770 0.093
H -3.373 -3.603 4.054 0.111
H -0.755 -2.683 -5.813 0.102
H -2.393 -1.437 -7.197 0.096
H -3.994 0.109 -6.110 0.104
H -3.940 0.427 -3.660 0.090
H -2.281 -0.787 -2.287 0.090
Cl -3.124 2.028 -1.375 0.569
C -2.096 2.400 -2.793 -0.713
C -0.823 1.887 -2.837 -0.194
C -0.136 2.169 -3.986 -0.690
Cl 1.529 1.526 -4.168 0.582
C -0.643 2.892 -5.061 -0.716
Cl 0.272 3.181 -6.513 0.600
C -1.944 3.384 -4.967 -0.719
Cl -2.637 4.283 -6.278 0.609
C -2.688 3.137 -3.814 -0.724
Cl -4.324 3.718 -3.716 0.616
C 0.765 -0.398 5.939 -0.173
C -0.031 -0.113 4.680 -0.850
S 0.952 0.223 3.251 0.360
C -1.388 -0.120 4.727 -0.849
C -2.054 -0.388 6.068 -0.169
S -2.505 0.117 3.389 0.406
H 1.793 -0.645 5.680 0.036
H 0.348 -1.233 6.514 0.052
H 0.799 0.472 6.608 0.067
H -1.975 -1.449 6.345 0.055
H -3.111 -0.138 6.010 0.033
H -1.603 0.190 6.881 0.059
Se -0.447 2.665 3.178 1.029
N -0.519 3.174 1.494 -0.366
C 0.324 4.229 1.378 -0.410
C 0.605 4.889 0.163 -0.039
C 1.482 5.947 0.156 -0.128
C 2.103 6.378 1.349 -0.141
C 1.848 5.750 2.544 -0.065
C 0.950 4.661 2.585 -0.423
N 0.604 3.975 3.698 -0.253
H 0.130 4.536 -0.745 0.104
H 1.705 6.451 -0.777 0.084
H 2.794 7.214 1.319 0.078
H 2.323 6.071 3.463 0.094
C 3.137 -0.963 -2.019 -0.017
C 3.124 0.187 -1.050 -0.389
O 2.114 0.502 -0.466 -0.125
C 4.383 0.967 -0.794 -0.139
C 5.566 0.716 -1.481 -0.040
C 6.698 1.476 -1.222 -0.098
C 6.646 2.488 -0.274 -0.099
C 5.465 2.743 0.413 -0.065
C 4.335 1.986 0.155 0.011
H 2.159 -1.438 -1.988 0.050
H 3.920 -1.678 -1.755 0.087
H 3.338 -0.598 -3.029 0.068
H 5.602 -0.069 -2.225 0.102
H 7.617 1.281 -1.761 0.092
H 7.527 3.084 -0.071 0.094
H 5.419 3.535 1.149 0.106
H 3.404 2.171 0.677 0.127

---

No. 12
21
Properties=species:S:1:pos:R:3:lowdin_charge:R:1 method="wB97M-V/def2-TZVPD" total_charge=+1 largest_force_ev_per_a=2.5 gap_ev=10.9 smiles="CCNC(=O)[C@H](C)[NH3+]"
N -2.429 -0.529 -0.542 0.201
C -1.223 -0.303 0.298 -0.253
C -0.843 -1.486 1.155 -0.011
C -0.169 0.057 -0.801 -0.424
N 1.085 0.368 -0.404 0.095
C 1.381 1.261 0.774 -0.196
C 2.766 0.916 1.254 -0.071
O -0.517 -0.186 -1.936 0.083
H -3.055 0.290 -0.569 0.184
H -3.105 -1.219 -0.183 0.184
H -2.073 -0.676 -1.513 0.141
H -1.357 0.574 0.924 0.150
H -0.431 -2.340 0.621 0.108
H -0.052 -1.111 1.806 0.088
H -1.664 -1.779 1.804 0.097
H 1.755 0.420 -1.154 0.154
H 0.663 0.989 1.536 0.094
H 1.168 2.268 0.423 0.126
H 3.202 1.515 2.045 0.085
H 2.714 -0.111 1.622 0.083
H 3.492 0.893 0.442 0.082